# C4H6ClF

An isolated molecule of C4H6ClF in a non-equilibrium geometry (ωB97M-V with the def2-TZVPD basis set, OMol25).

For the energy relative to the best compared isomer or geometry (same formula, charge and spin), the calculation gives 19.10 kcal/mol. Its total charge is 0. Its HOMO-LUMO gap is 11.05 eV. The SMILES is C[C@H](F)/C=C/Cl. For the electronic energy, the calculation gives -716.0206 a.u.

```
12
C4H6ClF ωB97M-V with the def2-TZVPD basis set
H 0.68 -0.40 1.36
C 0.66 -0.46 0.30
H 2.43 0.83 -0.08
C -1.86 -0.26 0.30
Cl -3.49 -0.34 -0.19
H 1.14 0.92 -1.34
H -1.84 0.07 1.43
F 1.32 -1.52 -0.18
C 1.33 0.81 -0.28
C -0.79 -0.55 -0.27
H 1.02 1.69 0.25
H -0.60 -0.79 -1.30
```

# C4H6ClF

An isolated molecule of C4H6ClF in a non-equilibrium geometry (ωB97M-V with the def2-TZVPD basis set, OMol25).

For the energy relative to the best compared isomer or geometry (same formula, charge and spin), the calculation gives 48.50 kcal/mol. Its total charge is 0. Its HOMO-LUMO gap is 11.15 eV. The SMILES is F[C@@H]1CC[C@H]1Cl. For the electronic energy, the calculation gives -715.9738 a.u.

```
12
C4H6ClF ωB97M-V with the def2-TZVPD basis set
H 1.34 1.12 -0.64
Cl 0.77 -1.86 0.39
H -1.68 1.70 -0.40
F 0.42 2.06 0.83
H -0.64 1.70 -2.15
H -0.75 0.06 1.37
C -0.91 1.17 -1.18
C -1.18 -0.38 -0.74
H -2.19 -0.86 -0.29
H -0.91 -0.89 -1.69
C 0.29 1.13 -0.17
C -0.20 -0.19 0.36
```